(1)
This record from the OMol25 dataset describes a 2-piece molecular cluster, C4H5FO2 overall in a non-equilibrium geometry. The level of theory is wB97M-V/def2-TZVPD.

```
12
Properties=species:S:1:pos:R:3:nbo_charge:R:1
C -1.161 -0.835 -0.004 0.502
C -2.006 0.375 0.187 0.749
C 1.481 0.179 -0.587 -0.662
C 0.727 -0.168 0.598 -0.376
O -1.243 -1.980 -0.173 -0.435
O -2.790 0.647 0.971 -0.452
F -1.547 1.409 -0.688 -0.378
H 2.518 0.560 -0.366 0.225
H 0.785 0.945 -1.060 0.232
H 1.625 -0.780 -1.224 0.211
H 0.589 0.672 1.188 0.185
H 1.022 -1.024 1.157 0.198
```

Values from the calculation:
HOMO energy: -9.256 eV
Electronic energy: -11038.739 eV
Frontier orbital gap: 9.1 eV
Relative energy (zero: lowest compared OMol25 entry of this formula, charge and spin): 2.747 eV
Charge: 0

=====

(2)
This record from the OMol25 dataset describes C4H5FS as an isolated structure in a non-equilibrium geometry. The level of theory is wB97M-V/def2-TZVPD.

```
11
Properties=species:S:1:pos:R:3:nbo_charge:R:1
C 2.475 0.236 -0.007 0.245
C 1.199 0.438 -0.028 -0.509
C -1.303 -0.610 0.415 -0.465
C -2.381 0.032 -0.198 -0.395
H 3.352 0.935 0.161 0.177
H 1.027 1.752 -0.008 0.218
H -1.389 -1.540 1.551 0.247
H -2.392 0.699 -1.337 0.261
H -3.591 -0.386 0.284 0.205
F 3.004 -0.926 -0.165 -0.319
S -0.001 -0.630 -0.667 0.334
```

Values from the calculation:
HOMO energy: -8.785 eV
Electronic energy: -17775.537 eV
Frontier orbital gap: 9.4 eV
Relative energy (zero: lowest compared OMol25 entry of this formula, charge and spin): 5.496 eV
Charge: 0

=====

(3)
This record from the OMol25 dataset describes one molecule with the formula C4H5FS in a non-equilibrium geometry. The level of theory is wB97M-V/def2-TZVPD.

```
11
Properties=species:S:1:pos:R:3:nbo_charge:R:1
F 0.387 -2.184 -0.297 -0.342
C 0.243 -0.990 0.384 0.148
C 0.982 0.209 -0.289 -0.429
C -0.331 1.018 -0.114 -0.487
C -1.069 -0.254 0.124 -0.140
S -2.535 -0.690 -0.135 0.142
H 0.478 -1.123 1.416 0.186
H 1.826 0.587 0.236 0.215
H 1.219 0.158 -1.350 0.232
H -0.831 1.731 -0.831 0.243
H -0.371 1.539 0.855 0.231
```

Values from the calculation:
HOMO energy: -8.756 eV
SMILES string: F[C@H]1CCC1=S
Electronic energy: -17780.088 eV
Frontier orbital gap: 8.6 eV
Relative energy (zero: lowest compared OMol25 entry of this formula, charge and spin): 0.945 eV
Charge: 0

=====

(4)
This record from the OMol25 dataset describes one molecule with the formula C4H5FS3 in a non-equilibrium geometry. The level of theory is wB97M-V/def2-TZVPD.

```
13
Properties=species:S:1:pos:R:3:nbo_charge:R:1
C 2.871 -0.600 0.114 -0.651
C 1.389 -0.862 0.334 0.163
F 0.970 -1.816 -0.483 -0.340
C 0.438 0.399 0.076 -0.188
S 0.981 1.916 -0.048 0.139
C -1.022 0.084 0.134 -0.371
S -1.773 -0.227 1.535 0.080
S -1.777 -0.127 -1.421 0.163
H 3.268 -0.007 0.923 0.229
H 3.135 -0.130 -0.863 0.225
H 3.366 -1.597 0.100 0.229
H 1.255 -1.133 1.393 0.186
H -0.706 0.094 -2.228 0.137
```

Values from the calculation:
HOMO energy: -8.924 eV
SMILES string: C[C@H](F)C(=S)C(=S)S
Electronic energy: -39450.923 eV
Frontier orbital gap: 8.0 eV
Relative energy (zero: lowest compared OMol25 entry of this formula, charge and spin): 0.836 eV
Charge: 0

=====

(5)
This record from the OMol25 dataset describes C4H5FeO2 as an isolated structure in a non-equilibrium geometry. The level of theory is wB97M-V/def2-TZVPD.

```
12
Properties=species:S:1:pos:R:3:nbo_charge:R:1
O 1.474 -2.944 -1.023 -0.549
C 1.672 -1.940 -0.269 0.379
C 1.649 -0.755 -1.132 -0.583
C 0.889 0.426 -0.625 -0.344
C -0.444 0.423 -0.403 0.193
O -1.175 1.421 0.034 -0.975
Fe -1.119 2.872 1.061 0.812
H 1.052 -1.877 0.646 0.163
H 2.691 -0.503 -1.384 0.239
H 1.449 1.350 -0.443 0.196
H -0.997 -0.520 -0.564 0.158
H 1.317 -1.655 -2.073 0.310
```

Values from the calculation:
HOMO energy (alpha / beta): -7.732 / -8.639 eV
Electronic energy: -42705.027 eV
Expectation value of S²: 8.7561
Spin multiplicity: 6
Frontier orbital gap (alpha / beta): 7.9 / 7.4 eV
Relative energy (zero: lowest compared OMol25 entry of this formula, charge and spin): 2.529 eV
Charge: 0

=====

(6)
This record from the OMol25 dataset describes C4H5I2N as an isolated structure in a non-equilibrium geometry. The level of theory is wB97M-V/def2-TZVPD.

```
12
Properties=species:S:1:pos:R:3:nbo_charge:R:1
C 0.886 0.073 -1.463 0.161
C -1.437 -0.148 0.074 -0.613
C -0.196 0.269 0.769 -0.427
C 1.089 -0.057 -0.061 -0.348
N 0.777 0.105 -2.601 -0.253
I 2.624 1.449 0.573 0.171
I 1.684 -2.049 0.463 0.220
H -1.274 0.166 -0.923 0.214
H -1.602 -1.207 0.064 0.217
H -2.235 0.420 0.516 0.224
H -0.226 1.263 0.898 0.213
H -0.091 -0.283 1.691 0.220
```

Values from the calculation:
HOMO energy: -9.799 eV
Electronic energy: -21919.255 eV
Frontier orbital gap: 8.9 eV
Relative energy (zero: lowest compared OMol25 entry of this formula, charge and spin): 0.000 eV
Charge: 0

=====

(7)
This record from the OMol25 dataset describes C4H5I2NO2 as an isolated structure in a non-equilibrium geometry. The level of theory is wB97M-V/def2-TZVPD.

```
14
Properties=species:S:1:pos:R:3:nbo_charge:R:1
C -1.517 0.754 -0.679 0.800
C 0.317 1.180 0.811 -0.211
C 0.966 -0.115 0.302 0.128
C 0.429 -1.476 0.622 -0.773
N -0.446 0.570 -1.522 -0.739
O -2.692 0.662 -0.945 -0.589
O -1.139 1.022 0.663 -0.526
I 2.877 0.174 -0.460 0.310
I -0.692 -1.019 -2.824 0.320
H 0.455 1.462 1.805 0.226
H 0.483 2.004 0.029 0.237
H -0.688 -1.298 0.688 0.278
H 0.773 -1.743 1.690 0.269
H 0.874 -2.177 -0.181 0.268
```

Values from the calculation:
HOMO energy (alpha / beta): -8.707 / -8.816 eV
Electronic energy: -26011.763 eV
Frontier orbital gap (alpha / beta): 7.0 / 7.2 eV
Relative energy (zero: lowest compared OMol25 entry of this formula, charge and spin): 2.938 eV
Charge: 0

=====

(8)
This record from the OMol25 dataset describes one molecule with the formula C4H5I2NS in a non-equilibrium geometry. The level of theory is wB97M-V/def2-TZVPD.

```
13
Properties=species:S:1:pos:R:3:nbo_charge:R:1
C -3.032 -2.161 -0.673 0.190
C -0.868 -1.460 -0.092 -0.306
C -1.335 -0.005 0.276 -0.293
C -0.118 0.886 0.037 -0.669
N -1.940 -2.359 -0.289 -0.385
S -2.690 0.534 -0.719 -0.132
I -4.681 -2.957 -1.369 0.402
I -1.767 -0.029 2.466 0.011
H -0.235 -1.549 -1.030 0.245
H -0.356 -1.998 0.890 0.250
H -0.182 1.821 -0.595 0.242
H 0.588 0.226 -0.454 0.207
H 0.228 1.301 1.055 0.236
```

Values from the calculation:
HOMO energy (alpha / beta): -8.029 / -8.030 eV
Electronic energy: -32752.261 eV
Frontier orbital gap (alpha / beta): 6.9 / 6.9 eV
Relative energy (zero: lowest compared OMol25 entry of this formula, charge and spin): 2.323 eV
Charge: 0

=====

(9)
This record from the OMol25 dataset describes a 2-piece molecular cluster, C4H5IN overall in a non-equilibrium geometry. The level of theory is wB97M-V/def2-TZVPD.

```
11
Properties=species:S:1:pos:R:3:nbo_charge:R:1
C -1.778 -0.361 0.770 -0.132
C -2.648 -0.492 -0.196 -0.413
C 2.156 1.951 -0.191 0.427
C 1.196 -0.291 0.046 0.004
N 1.799 0.841 -0.047 -0.284
I -4.743 0.113 -0.036 0.165
H -1.690 -0.007 1.716 0.189
H -2.384 -0.802 -1.111 0.204
H 2.624 2.914 -0.511 0.324
H 1.729 -1.134 0.485 0.251
H 0.466 -0.611 -0.721 0.263
```

Values from the calculation:
HOMO energy (alpha / beta): -12.125 / -11.996 eV
Electronic energy: -13805.365 eV
Expectation value of S²: 2.0451
Spin multiplicity: 3
Frontier orbital gap (alpha / beta): 6.8 / 4.5 eV
Relative energy (zero: lowest compared OMol25 entry of this formula, charge and spin): 0.189 eV
Charge: +1

=====

(10)
This record from the OMol25 dataset describes C4H5IN2O as an isolated structure in a non-equilibrium geometry. The level of theory is wB97M-V/def2-TZVPD.

```
13
Properties=species:S:1:pos:R:3:nbo_charge:R:1
C -0.831 1.077 -0.318 0.073
C -2.472 -0.088 0.369 0.321
C -0.407 -0.206 -0.085 -0.004
C 0.872 -0.851 -0.314 -0.194
N -1.492 -0.923 0.363 -0.439
N 2.206 -0.034 0.747 -0.823
O -2.142 1.147 -0.024 -0.389
I 4.004 -0.138 -0.182 0.254
H -0.342 1.965 -0.658 0.213
H -3.486 -0.301 0.640 0.198
H 0.915 -1.867 0.047 0.234
H 1.274 -0.718 -1.309 0.212
H 1.901 0.937 0.724 0.344
```

Values from the calculation:
HOMO energy: -8.700 eV
Electronic energy: -17354.887 eV
Frontier orbital gap: 8.7 eV
Relative energy (zero: lowest compared OMol25 entry of this formula, charge and spin): 1.772 eV
Charge: 0